This record from the OMol25 dataset describes 2 unconnected molecules or ions with the total composition C7H7F3N at a distorted geometry. The level of theory is ωB97M-V/def2-TZVPD.

Last column: Mulliken charge in e.
Atoms and positions in Å:
C (-1.6687, -1.6924, 0.2914)  -0.3473
C (-1.9224, -1.0146, -0.9170)  -0.4487
C (-0.7784, -1.0701, 1.2386)  -0.3869
C (-1.4937, 0.2656, -1.1482)  -0.3425
C (-0.2532, 0.1644, 0.9584)  -0.2369
C (-0.5011, 0.8340, -0.2499)  0.9831
C (0.2647, 1.9903, -0.6161)  -0.8634
N (3.1036, 0.1663, -0.0202)  0.3015
F (2.0388, -0.6280, -0.3781)  -0.1021
F (2.6655, 0.6713, 1.1257)  -0.1030
F (4.1640, -0.4918, 0.3180)  -0.0697
H (-2.0251, -2.6886, 0.2265)  0.4058
H (-2.5915, -1.5120, -1.5602)  0.4333
H (-0.5332, -1.4237, 2.2665)  0.3511
H (-1.5684, 0.8692, -2.0849)  0.3243
H (0.3803, 0.4502, 1.7725)  0.3827
H (-0.1207, 2.6285, -1.3906)  0.3989
H (0.8395, 2.4814, 0.1677)  0.3199

Atoms 1-6, force components in eV/Å:
2.26 1.88 -0.42
-0.65 0.89 0.80
-1.42 -0.66 0.46
2.10 0.80 -0.85
0.02 -1.54 1.11
1.12 2.25 -1.39

Calculated values
HOMO level (alpha / beta): -14.724 / -14.724 eV
Net charge: +1
Energy relative to the best compared isomer or geometry (same formula, charge and spin): 1.537 eV
Kohn-Sham gap (alpha / beta): 7.65 / 7.65 eV

=====

This record from the OMol25 dataset describes 2 unconnected molecules or ions with the total composition C7H7F7NO2 at a distorted geometry. The level of theory is ωB97M-V/def2-TZVPD.

Last column: Mulliken charge in e.
Atoms and positions in Å:
O (-0.1433, -1.7061, 0.6292)  -0.4323
C (0.0820, -1.0524, -0.3467)  0.2905
N (0.1665, -1.5125, -1.7178)  -0.2837
C (-0.6932, -0.5577, -2.4290)  -0.6283
C (-0.9549, 0.6567, -1.4614)  -0.8897
C (0.2117, 0.4722, -0.4484)  -0.2174
C (-0.0609, 1.3587, 0.7554)  0.6942
F (-1.2535, 1.1182, 1.3218)  -0.3069
F (-0.1010, 2.6549, 0.3078)  -0.3602
C (1.0265, 1.3901, 1.8443)  0.6018
F (2.2127, 1.6439, 1.2551)  -0.3077
F (0.7628, 2.4029, 2.6891)  -0.3188
C (1.2158, 0.1088, 2.7068)  0.6540
F (0.0651, -0.4365, 3.0790)  -0.2025
F (1.8802, 0.4847, 3.8309)  -0.2935
F (1.9897, -0.7775, 2.0720)  -0.2375
H (1.1254, -1.2669, -1.9687)  0.3750
H (-0.2160, -0.1552, -3.3206)  0.3229
H (-1.5852, -1.1118, -2.6983)  0.3104
H (-0.9692, 1.5983, -1.9801)  0.4212
H (-1.8895, 0.3877, -0.9880)  0.4221
H (1.0661, 0.8661, -0.9824)  0.3326
O (-2.2515, -3.1755, -1.4505)  -1.0932
H (-1.6862, -3.3911, -0.6993)  0.1469

Atoms 1-6, force components in eV/Å:
0.39 0.54 -0.57
0.53 -0.66 -0.04
0.63 0.25 0.59
-0.05 0.60 -0.34
0.14 -1.84 -0.25
-2.04 1.05 0.06

Calculated values
HOMO level: -2.060 eV
Net charge: -1
Energy relative to the best compared isomer or geometry (same formula, charge and spin): 3.690 eV
Kohn-Sham gap: 4.98 eV

=====

This record from the OMol25 dataset describes a gas-phase ion, C7H7FNO3 (charge -1) at a distorted geometry. The level of theory is ωB97M-V/def2-TZVPD.

Last column: Mulliken charge in e.
Atoms and positions in Å:
C (0.1704, 2.5006, -0.1002)  -1.1615
C (-0.7419, 1.2998, -0.2924)  0.7902
N (-2.0138, 1.3966, -0.7339)  -0.7096
C (-2.5237, 0.2046, -0.7505)  -0.3602
O (-1.6038, -0.6600, -0.2187)  -0.3969
C (-0.5051, 0.0132, 0.0083)  -0.1483
C (0.7987, -0.7965, 0.5085)  1.3239
C (0.4433, -2.2423, 0.9546)  -1.4213
F (1.2367, -0.0875, 1.6408)  -0.3867
C (1.7337, -0.6421, -0.7862)  0.5151
O (1.5247, -1.5282, -1.6277)  -0.7416
O (2.4784, 0.3204, -0.7362)  -0.6993
H (0.4888, 2.4522, 0.9957)  0.2283
H (1.0290, 2.3225, -0.7496)  0.2855
H (-0.3705, 3.3579, -0.3411)  0.3855
H (-3.4549, -0.0890, -0.8745)  0.5013
H (1.4711, -2.7468, 1.0075)  0.3250
H (0.0372, -2.3915, 1.9264)  0.3681
H (-0.1982, -2.6839, 0.1692)  0.3023

Atoms 1-6, force components in eV/Å:
0.56 -2.90 1.41
1.16 1.36 0.45
-1.86 0.68 -1.09
5.75 1.83 1.99
-2.29 -2.09 -0.94
2.88 -1.21 1.46

Calculated values
HOMO level: -4.462 eV
Net charge: -1
SMILES: Cc1ncoc1[C@](C)(F)C(=O)[O-]
Energy relative to the best compared isomer or geometry (same formula, charge and spin): 0.000 eV
Kohn-Sham gap: 8.10 eV

=====

This record from the OMol25 dataset describes a molecular structure, C7H7I2O2 at a distorted geometry. The level of theory is ωB97M-V/def2-TZVPD.

Last column: Mulliken charge in e.
Atoms and positions in Å:
C (-0.9853, 0.1266, -0.9528)  0.3806
C (-0.5377, 1.1476, -1.5856)  0.3268
C (-1.0031, -0.0404, 0.5463)  0.6414
C (0.0477, 0.8084, 1.2299)  -0.6222
C (1.2466, -0.0486, 1.5463)  -0.6526
C (1.9105, -0.2917, 0.1665)  -0.4651
C (-1.8523, -0.8939, -1.7467)  -1.2046
O (-0.2567, 1.9802, -2.3411)  -0.4167
O (-1.7541, -0.8164, 1.1093)  -0.6498
I (3.3375, 1.4890, -0.1945)  -0.2692
I (3.0432, -2.1913, 0.4017)  -0.2522
H (0.2325, 1.6082, 0.5758)  0.2821
H (-0.4304, 1.1762, 2.2051)  0.3023
H (1.9176, 0.4345, 2.3915)  0.2398
H (1.1834, -1.0252, 2.0005)  0.4800
H (-2.1296, -0.7269, -2.7933)  0.3923
H (-2.7266, -0.9445, -0.9327)  0.2302
H (-1.2431, -1.7917, -1.6261)  0.2569

Atoms 1-6, force components in eV/Å:
-1.98 -1.85 1.23
0.45 1.12 -1.53
0.47 0.18 -1.07
-2.49 -1.30 3.02
3.31 1.15 0.71
0.14 0.10 0.20

Calculated values
HOMO level (alpha / beta): -3.271 / -3.271 eV
Net charge: -1
Energy relative to the best compared isomer or geometry (same formula, charge and spin): 3.176 eV
Kohn-Sham gap (alpha / beta): 6.31 / 6.31 eV

=====

This record from the OMol25 dataset describes 2 unconnected molecules or ions with the total composition C7H7N at a distorted geometry. The level of theory is ωB97M-V/def2-TZVPD.

Last column: Mulliken charge in e.
Atoms and positions in Å:
C (1.7222, 1.1036, -0.2150)  -0.0500
C (2.4227, 0.0616, -0.7338)  -0.3402
C (2.1234, -1.2937, -0.3524)  -0.1672
N (0.9719, -1.5027, 0.3616)  -0.5420
C (0.2297, -0.4570, 0.8278)  -0.2202
C (0.5835, 0.8701, 0.7324)  -0.3740
H (2.2173, 2.1680, -0.4122)  0.2157
H (3.2587, 0.3406, -1.2734)  0.3968
H (2.7780, -2.1448, -0.6170)  0.3350
H (-0.4453, -0.6961, 1.5611)  0.4617
H (0.5321, 1.8422, 1.3825)  0.2839
C (-4.4388, -0.5666, -0.2708)  -0.3362
C (-3.6414, 0.3607, -0.3949)  -0.3272
H (-5.4025, -1.2650, -0.1510)  0.2862
H (-2.9115, 1.1791, -0.4449)  0.3776

Atoms 1-6, force components in eV/Å:
-1.01 1.82 1.65
-0.92 -1.94 1.14
-2.42 1.83 0.55
1.62 0.07 -1.10
2.51 0.65 -0.16
4.25 2.72 -1.94

Calculated values
HOMO level: -9.670 eV
SMILES: c1ccncc1.C#C
Energy relative to the best compared isomer or geometry (same formula, charge and spin): 3.530 eV
Kohn-Sham gap: 10.39 eV

=====

This record from the OMol25 dataset describes 2 unconnected molecules or ions with the total composition C7H7N at a distorted geometry. The level of theory is ωB97M-V/def2-TZVPD.

Last column: Mulliken charge in e.
Atoms and positions in Å:
C (0.0085, 0.6761, 0.6574)  0.3638
C (0.1481, -0.7337, 0.8518)  -0.4548
C (-0.7428, -1.4423, 0.1275)  -0.1677
N (-1.8032, -1.0175, -0.5321)  -0.5760
C (-1.9775, 0.3307, -0.4511)  -0.1898
C (-1.0375, 1.2435, -0.1171)  -0.7237
H (0.9085, 1.2032, 1.2297)  0.4522
H (0.8243, -0.9897, 1.8651)  0.2468
H (-0.9035, -2.5166, 0.2086)  0.4226
H (-2.8329, 0.6516, -1.1579)  0.3079
H (-1.3299, 2.3028, -0.2519)  0.3243
C (2.4602, -0.4295, -0.8156)  -0.1150
C (1.8643, 0.3807, -0.2148)  -0.5508
H (3.2652, -1.0259, -1.2593)  0.3993
H (1.1481, 1.3667, -0.1406)  0.2609

Atoms 1-6, force components in eV/Å:
-0.51 0.36 3.95
0.15 2.30 3.79
-1.23 -3.61 1.00
-0.61 2.95 0.29
-2.09 -1.72 -4.98
0.55 0.55 2.25

Calculated values
HOMO level: -8.339 eV
SMILES: c1ccncc1.C#C
Energy relative to the best compared isomer or geometry (same formula, charge and spin): 7.224 eV
Kohn-Sham gap: 8.74 eV

=====

This record from the OMol25 dataset describes a single C7H7N molecule at a distorted geometry. The level of theory is ωB97M-V/def2-TZVPD.

Last column: Mulliken charge in e.
Atoms and positions in Å:
C (-1.6725, -1.3909, 2.4243)  -0.2822
C (-1.0752, -0.8291, 1.4245)  -0.4575
C (-0.5362, -0.3948, 0.1950)  -0.0856
C (-1.2140, -0.2328, -0.9725)  -0.3933
C (-0.4098, 0.3412, -1.9252)  -0.5282
C (0.6760, 0.8381, -1.2642)  -0.6443
C (0.6779, 0.4896, 0.0836)  1.0920
N (1.9722, -0.0728, 0.3691)  -0.7204
H (-2.4015, -1.5904, 3.4001)  0.3181
H (-2.1568, -0.6940, -1.2706)  0.3973
H (-0.6691, 0.6880, -2.9208)  0.4037
H (1.4695, 1.3824, -1.9867)  0.1918
H (0.5632, 1.4991, 0.5784)  0.1770
H (1.9962, -0.6720, 1.2319)  0.2597
H (2.7802, 0.6384, 0.6330)  0.2719

Atoms 1-6, force components in eV/Å:
0.77 2.59 -2.07
-3.55 -3.57 5.42
-0.70 1.24 0.78
-1.86 -3.18 0.99
2.17 3.39 -0.98
0.91 1.80 -7.73

Calculated values
HOMO level: -7.977 eV
SMILES: C#CC1=CC=C[C@@H]1N
Energy relative to the best compared isomer or geometry (same formula, charge and spin): 4.276 eV
Kohn-Sham gap: 8.06 eV

=====

This record from the OMol25 dataset describes 2 unconnected molecules or ions with the total composition C7H7N2O3 at a distorted geometry. The level of theory is ωB97M-V/def2-TZVPD.

Last column: Mulliken charge in e.
Atoms and positions in Å:
C (3.0622, 1.2040, 0.0181)  -0.3057
C (2.1896, 0.7817, 0.9655)  -0.6224
C (1.6194, -0.1968, -0.8631)  0.1716
C (-3.0461, 0.9812, -0.0998)  0.5734
C (-1.3621, -0.9346, 1.0575)  -0.2459
C (-1.7859, -1.4842, -0.3082)  -0.5502
C (-2.3636, -0.2148, 0.2216)  0.5272
N (2.7455, 0.6044, -1.1157)  -0.1114
N (1.3677, -0.1913, 0.4559)  -0.4357
O (-3.8138, 0.0223, 0.4151)  -0.4726
O (1.0185, -0.8892, -1.7613)  -0.8445
O (-3.2833, 1.9685, -0.6641)  -0.5386
H (3.8610, 1.8496, -0.0858)  0.4443
H (2.0709, 1.1481, 1.9853)  0.3578
H (-1.8373, -1.4761, 1.9845)  0.2054
H (-0.3447, -0.4753, 0.9920)  0.1929
H (-0.8031, -1.3730, -0.8332)  0.1620
H (-2.3534, -2.3892, -0.3845)  0.2500
H (3.0583, 1.0647, -1.9798)  0.2423

Atoms 1-6, force components in eV/Å:
-0.28 0.91 2.31
0.67 0.32 1.06
-0.84 -2.14 -1.95
0.05 -2.17 -0.48
-2.32 -0.48 1.89
2.40 1.27 0.10

Calculated values
HOMO level: -2.962 eV
Net charge: -1
Energy relative to the best compared isomer or geometry (same formula, charge and spin): 2.466 eV
Kohn-Sham gap: 6.68 eV

=====

This record from the OMol25 dataset describes a gas-phase ion, C7H7N2O3 (charge -1) at a distorted geometry. The level of theory is ωB97M-V/def2-TZVPD.

Last column: Mulliken charge in e.
Atoms and positions in Å:
C (1.4370, 2.1467, -1.4355)  0.1040
C (0.8568, 1.6090, -0.0983)  0.8317
C (0.1335, 0.5142, -2.2360)  0.5572
C (0.2252, -1.8435, 0.2863)  -0.6786
C (0.5197, -0.9964, 1.5798)  -0.7341
C (-0.4359, -0.4798, 0.4363)  0.9064
C (-1.8774, -0.3491, 0.7743)  -1.3855
N (0.7847, 1.5375, -2.5044)  -0.5733
N (0.1187, 0.5768, -0.4108)  -0.1631
O (2.4045, 2.8765, -1.4740)  -0.5508
O (1.1025, 2.2086, 0.9486)  -0.6289
O (-0.4537, -0.3878, -2.7298)  -0.5825
H (1.0360, -2.1172, -0.4077)  0.2327
H (-0.4719, -2.6827, 0.4802)  0.2324
H (0.2518, -1.5802, 2.5363)  0.2426
H (1.3110, -0.3101, 1.5132)  0.3225
H (-1.8401, 0.3991, 1.6141)  0.2829
H (-2.4663, -1.3402, 1.0146)  0.2624
H (-2.6362, 0.2186, 0.1129)  0.3220

Atoms 1-6, force components in eV/Å:
-1.09 -0.89 -0.08
0.93 1.54 -0.37
-1.03 -1.13 2.89
0.03 0.26 0.88
-1.98 -1.97 -1.27
1.47 -0.54 -0.35

Calculated values
2S+1: 3
HOMO level (alpha / beta): -1.301 / -5.119 eV
Net charge: -1
Energy relative to the best compared isomer or geometry (same formula, charge and spin): 0.043 eV
Kohn-Sham gap (alpha / beta): 4.80 / 6.45 eV

=====

This record from the OMol25 dataset describes a gas-phase ion, C7H7N2OS (charge +1) at a distorted geometry. The level of theory is ωB97M-V/def2-TZVPD.

Last column: Mulliken charge in e.
Atoms and positions in Å:
C (-0.9896, -1.9637, 0.2554)  -0.8615
C (-0.3194, -3.1968, 0.4248)  -0.1225
C (-0.1029, -0.9019, 0.0272)  0.1975
C (1.2871, -1.2698, 0.0626)  0.0444
C (-0.4842, 0.4964, -0.0722)  0.6717
C (2.4128, -0.5070, -0.1066)  0.6304
C (0.4148, 2.8460, -0.1735)  -0.8543
N (0.4554, 1.3485, 0.0033)  -0.4499
N (-1.7940, 0.7839, -0.0984)  -0.4862
O (3.4466, -0.0478, -0.2706)  -0.1811
S (1.3552, -3.0267, 0.2065)  -0.0078
H (-1.9924, -1.8803, 0.3491)  0.5516
H (-0.7096, -4.2479, 0.6646)  0.3993
H (-0.1028, 3.1453, 0.7531)  0.3178
H (1.4701, 3.3165, -0.0679)  0.2499
H (-0.0439, 2.9049, -1.1669)  0.3764
H (-2.2344, 0.4352, -0.8932)  0.2435
H (-2.0686, 1.7651, 0.1025)  0.2807

Atoms 1-6, force components in eV/Å:
3.89 -1.29 -0.10
0.09 0.03 -0.27
0.94 -0.80 0.65
-1.86 -1.28 -0.39
1.67 2.28 0.39
0.70 0.82 -0.38

Calculated values
HOMO level: -13.329 eV
Net charge: +1
Energy relative to the best compared isomer or geometry (same formula, charge and spin): 2.486 eV
Kohn-Sham gap: 7.69 eV

=====

This record from the OMol25 dataset describes a single C7H7N3O5 molecule at a distorted geometry. The level of theory is ωB97M-V/def2-TZVPD.

Last column: Mulliken charge in e.
Atoms and positions in Å:
C (-3.0522, -0.6839, 0.1652)  -0.7801
C (-2.6899, 0.5686, -0.3034)  -0.7959
C (-2.0896, -1.6528, 0.4909)  -0.5422
C (-1.3528, 0.8750, -0.3988)  0.2743
C (-0.4389, -0.1155, -0.1031)  0.6190
C (-0.7489, -1.3691, 0.3469)  0.9920
C (-1.0103, 2.3332, -0.7286)  -1.2860
N (3.3576, 0.3084, -0.4141)  -0.7973
N (2.3087, -0.0661, 0.1700)  1.3430
N (4.6770, -0.0121, -0.0016)  1.0324
O (1.0001, 0.1532, -0.5180)  -0.4726
O (2.1808, -0.4768, 1.2912)  -0.5419
O (4.9788, -1.1316, 0.1458)  -0.5003
O (5.4113, 0.9659, 0.0265)  -0.5262
O (0.2389, -2.2071, 0.6854)  -0.4443
H (-4.1194, -0.8607, 0.1752)  0.3553
H (-3.3898, 1.1801, -0.6946)  0.4486
H (-2.3995, -2.6057, 0.9036)  0.2919
H (-1.9085, 2.6535, -1.0833)  0.4388
H (-0.6879, 2.8106, 0.1324)  0.3021
H (-0.1425, 2.2467, -1.4216)  0.2921
H (-0.1233, -2.9140, 1.1341)  0.2974

Atoms 1-6, force components in eV/Å:
0.15 -0.25 -0.39
1.97 -3.12 1.09
-1.40 0.32 0.27
0.90 1.29 0.37
3.21 0.68 0.02
-0.30 0.04 0.36

Calculated values
HOMO level: -9.408 eV
Energy relative to the best compared isomer or geometry (same formula, charge and spin): 0.756 eV
Kohn-Sham gap: 8.99 eV

=====

This record from the OMol25 dataset describes a molecular structure, C7H7N4 at a distorted geometry. The level of theory is ωB97M-V/def2-TZVPD.

Last column: Mulliken charge in e.
Atoms and positions in Å:
C (-1.6838, 0.1465, -0.2181)  0.4666
C (1.7720, -1.0931, 0.5920)  -0.2377
C (1.3210, -1.3039, -0.7192)  -0.3865
C (1.5188, 0.0829, 1.1823)  -0.3793
C (0.5862, -0.3654, -1.3455)  -0.3047
C (0.9040, 1.2661, 0.5172)  -0.5669
C (0.0957, 0.8487, -0.6750)  0.0544
N (-2.0090, -0.9823, 0.3572)  -0.3282
N (-2.6613, 1.0070, -0.3443)  -0.3080
N (-3.3122, -0.8136, 0.5347)  -0.4407
N (-3.7147, 0.3723, 0.1147)  -0.4773
H (2.1728, -1.9175, 1.1239)  0.3738
H (1.3581, -2.2337, -1.2582)  0.3021
H (1.6591, 0.2572, 2.3484)  0.1497
H (0.2331, -0.7448, -2.3212)  0.2554
H (0.3416, 1.7643, 1.1812)  0.4263
H (1.8205, 2.0078, 0.3086)  0.2429
H (-0.4019, 1.7015, -1.3790)  0.1581

Atoms 1-6, force components in eV/Å:
4.67 2.35 -0.40
-0.22 0.95 1.49
-0.79 0.61 -2.10
0.29 0.02 3.29
0.18 -0.85 -0.90
3.47 -0.54 -2.38

Calculated values
HOMO level: -4.378 eV
Net charge: -1
Energy relative to the best compared isomer or geometry (same formula, charge and spin): 0.000 eV
Kohn-Sham gap: 8.12 eV

=====

Per-record total energy, a.u.: -624.7401, -1175.2142, -651.3244, -1016.7499, -325.5290, -325.3932, -325.5016, -606.1116, -606.0597, -853.5616, -811.0746, -489.8654